1 | C6H10S | wB97M-V/def2-TZVPD

## Properties
HOMO   -8.5562 eV
HOMO-LUMO gap   7.709 eV

Structure (ORCA input):
```
! RIJCOSX wB97M-V def2-TZVPD def2/J DEFGRID3
* xyz 0 1
C -1.4155 1.0658 -0.7843
C -0.1947 1.6021 -0.6835
C -1.6011 -0.1327 0.1414
C 0.6549 0.9422 0.3423
C 0.4154 -1.5115 0.5893
C -0.2535 -0.2061 0.8110
S 2.0857 -1.6705 -1.4652
H -2.0974 1.4477 -1.4949
H 0.0234 2.6503 -1.0656
H -2.4122 0.1003 0.7451
H -1.7823 -1.0602 -0.4720
H 1.5646 0.5178 -0.1651
H 0.9943 1.5304 1.0942
H 1.3436 -1.6989 1.1156
H -0.2429 -2.2586 0.2274
H -0.3694 -0.0466 1.9957
H 3.2870 -1.2716 -0.9315
*
```

=====

2 | C6H10S | wB97M-V/def2-TZVPD

## Properties
HOMO   -8.9177 eV
HOMO-LUMO gap   9.805 eV
Structure (SMILES)   C=C1C[C@@H]1CCS

Structure (ORCA input):
```
! RIJCOSX wB97M-V def2-TZVPD def2/J DEFGRID3
* xyz 0 1
C 0.2369 -0.1415 1.3392
C -0.5078 0.5668 2.1853
C 1.5484 -0.5227 0.8336
C -0.0623 -1.0148 -1.0247
C -0.4244 0.4733 -1.3482
C 0.3236 -1.2605 0.3945
S -2.1199 0.7220 -0.5606
H -1.6530 0.4635 2.2487
H -0.1777 1.4036 2.7508
H 1.9601 0.1591 0.0885
H 2.2125 -0.9239 1.4792
H -0.9902 -1.5831 -1.2438
H 0.6800 -1.3519 -1.7417
H 0.3903 1.0012 -0.8293
H -0.1562 0.6339 -2.4278
H 0.0836 -2.3076 0.6130
H -2.6952 1.2721 -1.6077
*
```

=====

Most stable to least stable, the ends of the list are 2 and 1.

=====

1 | C6H14OS | wB97M-V/def2-TZVPD

## Properties
HOMO (spin up / spin down)   -6.3298 / -6.3280 eV
HOMO-LUMO gap (spin up / spin down)   4.217 / 4.209 eV

Structure (ORCA input):
```
! RIJCOSX wB97M-V def2-TZVPD def2/J DEFGRID3
* xyz 0 1
C 0.1165 -1.7146 0.5884
C 1.2786 -0.7747 1.0467
C 1.9049 0.4140 -1.1194
C 0.4350 1.5474 0.6337
C -1.7524 -0.5465 -1.1694
C 1.2882 0.4462 0.2261
O -3.0718 1.3628 0.5446
S -1.4982 -0.8882 0.5998
H 0.0436 -2.5352 1.2983
H 0.3178 -2.1069 -0.4046
H 1.1038 -0.5331 2.0952
H -3.6012 1.4006 1.3380
H 2.2003 -1.3525 0.9486
H 2.2220 -0.5908 -1.3902
H 2.7871 1.0616 -1.1539
H 1.2137 0.7932 -1.8728
H 0.5280 2.4148 -0.0107
H -0.6352 1.2166 0.6227
H 0.5906 1.8251 1.6753
H -2.6980 -0.9979 -1.4481
H -1.8317 0.5271 -1.2957
H -0.9413 -0.9689 -1.7527
*
```

=====

2 | C6H14OS | wB97M-V/def2-TZVPD

## Properties
HOMO (spin up / spin down)   -7.3639 / -8.0696 eV
HOMO-LUMO gap (spin up / spin down)   6.642 / 8.355 eV

Structure (ORCA input):
```
! RIJCOSX wB97M-V def2-TZVPD def2/J DEFGRID3
* xyz 0 1
C -1.2469 -2.3437 -1.4426
C 1.2683 1.1189 -1.1289
C 0.0250 0.2494 2.4483
C -2.5646 -0.2427 -0.4339
C 1.3657 0.5649 0.3264
C 0.1773 0.5807 1.0528
O -1.7551 -2.0793 1.1483
S -1.2315 -1.4132 -0.0585
H -0.8472 -3.3634 -1.4976
H -0.6532 -1.7650 -2.2216
H 1.7177 2.1056 -1.0943
H 1.9690 0.5252 -1.7777
H 0.1382 1.0803 -1.4337
H 0.7567 -0.4531 2.8179
H 0.0703 1.0225 3.2875
H -0.9969 -0.0915 2.6213
H -2.1535 0.4796 -1.1567
H -3.3693 -0.6461 -0.9090
H -2.8765 0.2066 0.5108
H 1.7456 -0.5220 0.2764
H 2.2221 1.1227 0.8097
H -0.5593 1.3787 0.7750
*
```

=====

3 | C6H14OS | wB97M-V/def2-TZVPD

## Properties
HOMO   -8.4855 eV
HOMO-LUMO gap   9.377 eV
Structure (SMILES)   C=CCO.CCSC

Structure (ORCA input):
```
! RIJCOSX wB97M-V def2-TZVPD def2/J DEFGRID3
* xyz 0 1
C 0.3290 1.6412 2.1519
O 0.3566 0.9886 3.4256
C -0.7746 1.0118 1.3646
C -1.9267 1.6154 1.1397
H 1.3005 1.5222 1.6586
H 0.1366 2.7127 2.2767
H 0.9802 1.4604 3.9826
H -0.6112 -0.0254 1.0938
H -2.7743 1.0949 0.7125
H -2.0780 2.6414 1.4563
C -0.7457 -2.7692 -1.9139
C -0.2135 -1.3407 -1.8147
S 1.1122 -1.2636 -0.5806
C 1.9430 0.2329 -1.1423
H -1.4730 -2.8402 -2.7223
H -1.2147 -3.0845 -0.9807
H 0.0728 -3.4586 -2.1144
H -1.0127 -0.6642 -1.5113
H 0.2018 -1.0311 -2.7742
H 2.2393 0.1075 -2.1803
H 1.3067 1.1026 -0.9828
H 2.8456 0.3459 -0.5446
*
```

=====

Most stable to least stable, the ends of the list are 3 and 2.

=====

1 | C4H8O4 | wB97M-V/def2-TZVPD

## Properties
HOMO (spin up / spin down)   -8.8990 / -8.8987 eV
HOMO-LUMO gap (spin up / spin down)   7.423 / 7.423 eV

Structure (ORCA input):
```
! RIJCOSX wB97M-V def2-TZVPD def2/J DEFGRID3
* xyz 0 1
C -1.3544 0.2091 -0.4349
C 1.0443 0.2407 -0.1844
C 1.4794 -0.6640 -1.3359
C -0.2823 -0.2702 0.5077
O -0.6128 0.8341 1.6453
O -1.2713 0.1610 2.7098
O -1.7979 1.4141 -0.6090
O -0.4851 -1.4524 0.9009
H -1.0406 -0.7799 2.4880
H -1.2276 2.0502 -0.1343
H -2.0332 -0.5534 -0.8152
H 1.7726 0.1980 0.6281
H 1.0364 1.2964 -0.4748
H 2.4888 -0.4143 -1.6646
H 1.4638 -1.7085 -1.0243
H 0.8199 -0.5610 -2.2023
*
```

=====

2 | C4H8O4 | wB97M-V/def2-TZVPD

## Properties
HOMO   -9.3705 eV
HOMO-LUMO gap   9.964 eV
Structure (SMILES)   OCC1(O)[C@@H](O)[C@@H]1O

Structure (ORCA input):
```
! RIJCOSX wB97M-V def2-TZVPD def2/J DEFGRID3
* xyz 0 1
C -1.5181 -0.3461 0.7589
C -0.0432 -0.4986 0.2453
C 1.4332 0.1851 0.4370
C 0.4637 0.5942 -0.5878
H -2.1575 0.6380 -0.5441
H -1.6686 -1.2041 1.3033
H -1.5728 0.4562 1.5483
H -0.5949 -1.5846 -1.1704
H 1.6986 1.0369 1.2061
H 2.1513 -1.5672 -0.2361
H 0.6513 0.4357 -1.7190
H 0.9499 2.4881 -0.1824
O -2.3409 -0.2522 -0.3197
O 0.0571 -1.6763 -0.5315
O 2.4933 -0.6304 0.0723
O -0.0024 1.9254 -0.2802
*
```

=====

Most stable to least stable, the ends of the list are 2 and 1.

=====

1 | C5H15N2O | wB97M-V/def2-TZVPD

## Properties
HOMO   -12.4548 eV
HOMO-LUMO gap   9.433 eV
Structure (SMILES)   CN[C@](C)(O)C[NH2+]C

Structure (ORCA input):
```
! RIJCOSX wB97M-V def2-TZVPD def2/J DEFGRID3
* xyz 1 1
C -0.9964 1.7851 0.5967
C -2.6662 -1.3867 -0.3948
C 3.2833 -0.3933 0.0041
C 0.7466 -0.2458 0.6837
C -0.7123 0.3093 0.0754
N -1.8008 -0.5022 0.5014
N 1.8505 -0.0232 -0.3802
O -0.4123 0.2060 -1.3210
H -2.0544 2.0922 0.5808
H -0.7441 1.7700 1.6681
H -0.2890 2.4489 0.1192
H -3.0553 -2.0495 0.2684
H -3.4329 -0.7425 -0.9812
H -2.0852 -1.8103 -1.1968
H 3.4787 -1.5240 0.3034
H 3.8605 -0.2106 -0.9646
H 3.6074 0.2042 0.7925
H 0.5874 -1.2355 0.9355
H 0.9302 0.4224 1.4797
H -2.4302 -0.0260 1.1299
H 1.8113 0.8519 -0.7234
H 1.6184 -0.4496 -1.2796
H -1.0953 0.5093 -1.8973
*
```

=====

2 | C5H15N2O | wB97M-V/def2-TZVPD

## Properties
HOMO   -12.4413 eV
HOMO-LUMO gap   9.316 eV

Structure (ORCA input):
```
! RIJCOSX wB97M-V def2-TZVPD def2/J DEFGRID3
* xyz 1 1
C 2.6619 1.6273 1.0321
C 1.2752 0.9929 0.7843
C 1.4723 -0.3883 0.1631
C 0.1848 -1.1465 0.0547
C -0.5222 -1.1801 -1.0540
N -1.7106 -2.0820 -1.1580
N 0.4087 1.7795 -0.0669
H 3.2342 1.4375 0.1255
H 2.5635 2.7143 1.0070
H 3.1116 1.1731 1.8903
H 0.7282 0.8039 1.7123
H 1.9886 -0.3863 -0.7988
H 2.1595 -0.9066 0.8367
H -0.1737 -1.6819 0.9199
H -0.2989 -0.6501 -1.9549
H -1.5518 -2.8185 -0.4801
H -2.5440 -1.5317 -0.9359
H -1.7075 -2.4833 -2.0932
H 0.7826 1.9686 -0.9859
H 0.2329 2.6898 0.3449
H -3.7979 0.4576 -0.0869
H -2.6843 0.6525 0.9444
O -2.9516 0.0935 0.2077
*
```

=====

Most stable to least stable, the ends of the list are 2 and 1.

=====

1 | C5H15N2O | wB97M-V/def2-TZVPD

## Properties
HOMO   -14.1242 eV
HOMO-LUMO gap   4.786 eV

Structure (ORCA input):
```
! RIJCOSX wB97M-V def2-TZVPD def2/J DEFGRID3
* xyz 1 1
C 1.5009 1.6152 -0.1096
C 0.2593 2.3873 0.3158
C -0.1228 2.1506 1.7817
C -0.7531 0.7982 2.1598
N 0.7559 -3.2273 -1.7965
C -0.2417 -2.5492 -1.2585
N -0.0756 -1.7692 -0.2324
H 2.0447 2.0892 -0.9204
H 2.1234 1.4426 0.7693
H 1.2512 0.5838 -0.4252
H 0.5764 3.4447 0.3787
H -0.5002 2.3752 -0.5014
H -0.1772 0.0109 1.6756
H 0.8717 2.1653 2.2418
H -1.7754 0.7526 1.7871
H -0.7170 0.6880 3.2402
H 1.6299 -3.1299 -1.2971
H 0.6072 -3.7292 -2.6553
H -1.1670 -2.7806 -1.7953
H -0.5111 -0.7983 -0.4322
H -0.6838 2.9843 2.1969
H -1.8902 0.2668 -1.4883
O -1.2864 0.3019 -0.7227
*
```

=====

2 | C5H15N2O | wB97M-V/def2-TZVPD

## Properties
HOMO   -13.6428 eV
HOMO-LUMO gap   10.347 eV

Structure (ORCA input):
```
! RIJCOSX wB97M-V def2-TZVPD def2/J DEFGRID3
* xyz 1 1
C -2.1819 1.2430 0.7628
O -2.4150 1.3620 -0.6411
C -0.9389 0.3819 0.9228
C -0.5406 0.2063 2.3822
H -1.9718 2.2244 1.1963
H -3.0504 0.7792 1.2343
H -3.2449 1.8410 -0.7322
H -1.1448 -0.5909 0.4655
H -0.2135 0.9787 0.3561
H -1.3754 -0.0595 3.0231
H 0.2645 -0.5290 2.4473
H -0.1209 1.1294 2.7915
C 0.9577 -1.1759 -2.8276
N 2.2737 -0.3642 0.5211
C 2.0907 -0.8001 -0.7068
N 1.0268 -0.6715 -1.4509
H -0.0677 -1.4693 -3.0293
H 1.5909 -2.0505 -2.9451
H 1.2475 -0.3954 -3.5263
H 1.5129 -0.0338 1.0846
H 3.1940 -0.4322 0.9212
H 2.9468 -1.2480 -1.1958
H 0.1602 -0.3257 -1.0537
*
```

=====

Most stable to least stable, the ends of the list are 2 and 1.